10
Properties=species:S:1:pos:R:3 method="wB97M-V/def2-TZVPD" total_energy_ev=-10220.87612 charge=0 de_lowest_kj_mol=149.6 multiplicity=1 e_lumo_ha=-0.0205
N -0.41 -1.31 0.16
C 0.95 1.13 0.30
N -1.54 -0.69 0.20
O 0.86 -0.12 -0.53
O 2.13 1.48 -0.01
O 0.04 1.53 0.98
H 1.94 0.29 -0.72
H -0.35 -1.86 -0.70
H -2.02 -0.41 -0.65
H -1.62 -0.04 0.98

=====

10
Properties=species:S:1:pos:R:3 method="wB97M-V/def2-TZVPD" total_energy_ev=-10217.90525 charge=0 de_lowest_kj_mol=436.2 multiplicity=1 e_lumo_ha="-0.0362 / -0.0339"
C -0.66 -0.95 -0.01
N 0.97 1.14 0.61
N -1.57 0.06 0.16
O -1.31 1.11 -0.44
O -2.49 -0.07 0.94
O 0.86 -0.11 0.93
H -0.15 -1.05 -0.96
H -0.76 -1.82 0.62
H 0.27 1.79 0.95
H 1.30 1.34 -0.34